{
  "formula": "C14H21FN7O",
  "method": "wB97M-V/def2-TZVPD",
  "symbols": ["C", "C", "F", "C", "N", "N", "N", "C", "C", "C", "N", "N", "N", "N", "C", "C", "O", "C", "C", "C", "C", "C", "C", "H", "H", "H", "H", "H", "H", "H", "H", "H", "H", "H", "H", "H", "H", "H", "H", "H", "H", "H", "H", "H"],
  "positions_angstrom": [[-3.39338, -0.51098, 2.70420], [-3.56188, -0.53984, 1.09892], [-4.70000, -1.33809, 0.69895], [-3.63249, 0.96079, 0.45719], [-2.22488, 1.50235, 0.58443], [-1.85404, 2.11331, 1.73172], [-0.56395, 2.52508, 1.70512], [-0.16681, 2.12375, 0.37179], [1.30562, 2.41339, -0.15466], [2.44193, 1.60016, 0.69874], [2.47494, 2.13499, 2.10406], [3.73613, 1.90462, -0.02176], [2.27529, 0.11837, 0.63810], [-1.21826, 1.45659, -0.35513], [-1.29850, 0.89782, -1.73441], [0.03433, 0.18518, -2.25919], [0.73166, 0.77792, -3.14290], [0.55528, -1.24563, -1.81127], [-0.27760, -2.30891, -1.04358], [0.29845, -3.71664, -0.64796], [1.76109, -4.06368, -1.07978], [2.64148, -3.04364, -1.84663], [2.02178, -1.65143, -2.20498], [-4.09448, 0.28023, 3.14278], [-2.31641, -0.16506, 2.90728], [-3.49645, -1.54322, 3.18468], [-2.59929, -0.99886, 0.64957], [-4.38429, 1.60051, 1.03952], [-3.92939, 0.90231, -0.65426], [1.44435, 2.30814, -1.28302], [1.51670, 3.52728, 0.08377], [3.38002, 1.85088, 2.52894], [1.70040, 1.70580, 2.64320], [3.66471, 1.48906, -0.97272], [4.46949, 1.37873, 0.48566], [2.89104, -0.31969, -0.05558], [1.29584, -0.17845, 0.54621], [-2.11329, 0.07352, -1.70052], [-1.70249, 1.66892, -2.49572], [-1.35336, -2.03305, -0.77454], [-0.34349, -4.46675, -0.05549], [2.14318, -5.10892, -0.78496], [3.71730, -3.31975, -2.13944], [2.72372, -0.94713, -2.78632]],
  "lowdin_charge": [-0.04, -0.29, -0.05, -0.02, -0.10, 0.11, 0.15, -0.09, -0.03, -0.60, 0.06, 0.06, 0.07, 0.06, -0.01, -0.27, 0.03, -0.12, -0.02, -0.03, -0.04, -0.03, -0.01, 0.10, 0.08, 0.10, 0.12, 0.16, 0.14, 0.11, 0.15, 0.09, 0.07, 0.08, 0.09, 0.06, 0.05, 0.14, 0.17, 0.07, 0.10, 0.11, 0.11, 0.11],
  "smiles": "C[C@@H](F)Cn1nnc(CC(N)(N)N)[n+]1CC(=O)c1ccccc1",
  "e_homo_ev": -12.0,
  "spin_multiplicity": 1,
  "fmax_ha_per_bohr": 0.125,
  "e_lumo_ev": -4.54,
  "homo_lumo_gap_ev": 7.45,
  "total_charge": 1
}


{
  "formula": "C7H21NSi2",
  "method": "wB97M-V/def2-TZVPD",
  "symbols": ["C", "Si", "N", "Si", "C", "C", "C", "C", "C", "C", "H", "H", "H", "H", "H", "H", "H", "H", "H", "H", "H", "H", "H", "H", "H", "H", "H", "H", "H", "H", "H"],
  "positions_angstrom": [[-0.38711, -3.15014, 0.05041], [0.56285, -1.67977, 0.83933], [0.13083, 0.10102, 0.22074], [1.27377, 0.90194, -0.81607], [1.73807, -0.14929, -2.40368], [2.82798, 1.24598, 0.32417], [-1.18179, 0.68002, 0.41302], [-2.01528, -0.15796, 1.43861], [-1.00908, 2.12141, 1.03941], [-2.06087, 0.76515, -0.91807], [0.34313, -3.97544, 0.12617], [-1.20056, -3.60783, 0.55185], [-0.41568, -2.99435, -1.02134], [0.37925, -1.93148, 2.35867], [1.98007, -1.82048, 0.73457], [0.53565, 2.06816, -1.19003], [1.72061, 0.49781, -3.23251], [2.63144, -0.77777, -2.40194], [0.95108, -0.92301, -2.53039], [3.62544, 1.84716, -0.09686], [2.68605, 1.70139, 1.32759], [3.21787, 0.25503, 0.58420], [-1.48380, -0.84056, 2.03882], [-2.63732, 0.64439, 2.05239], [-2.71824, -0.81400, 0.94498], [-0.39185, 2.06649, 1.85579], [-1.97201, 2.50216, 1.07870], [-0.53983, 2.82070, 0.33074], [-1.65497, 1.57372, -1.56811], [-1.93388, -0.14299, -1.44616], [-3.00184, 1.17254, -0.68502]],
  "lowdin_charge": [-0.24, 0.65, -0.27, 0.54, -0.19, -0.20, -0.65, -0.07, -0.06, -0.04, 0.02, 0.01, 0.01, -0.03, -0.06, -0.02, -0.02, 0.02, 0.02, 0.00, 0.03, -0.01, -0.01, 0.13, 0.07, 0.06, 0.05, 0.06, 0.07, 0.06, 0.06],
  "smiles": "C[SiH2]N([SiH](C)C)C(C)(C)C",
  "e_homo_ev": -8.5,
  "e_above_lowest_kj_mol": 194.2,
  "spin_multiplicity": 1,
  "fmax_ha_per_bohr": 0.081,
  "e_lumo_ev": 0.84,
  "homo_lumo_gap_ev": 9.34,
  "total_charge": 0
}


{
  "formula": "C37H37CrF6N2O10PS3Te",
  "method": "wB97M-V/def2-TZVPD",
  "symbols": ["Cr", "O", "C", "C", "O", "O", "C", "C", "C", "C", "C", "C", "C", "C", "C", "C", "C", "C", "H", "H", "H", "H", "H", "H", "H", "H", "H", "H", "H", "C", "C", "C", "C", "C", "C", "C", "C", "S", "C", "N", "C", "C", "C", "C", "C", "C", "C", "C", "H", "H", "H", "H", "H", "H", "H", "H", "H", "H", "H", "H", "H", "H", "H", "H", "F", "C", "F", "F", "S", "O", "O", "N", "S", "O", "O", "C", "F", "F", "F", "C", "C", "O", "P", "O", "Te", "O", "C", "C", "H", "H", "H", "H", "H", "H", "H", "H", "H", "H"],
  "positions_angstrom": [[0.24746, 0.66807, 0.05738], [0.60600, -2.05814, -0.68020], [0.48241, -2.20901, -2.08287], [-0.35856, -0.96161, -2.53363], [-0.89051, -1.00312, -3.63079], [-0.39741, -0.00247, -1.69467], [-0.26430, -3.46815, -2.45280], [-0.20339, -3.97349, -3.74812], [-0.93202, -5.09928, -4.09496], [-1.73072, -5.73541, -3.15428], [-1.80664, -5.22759, -1.86678], [-1.08184, -4.09661, -1.51876], [1.87330, -2.15257, -2.70859], [2.34777, -1.02279, -3.36361], [3.65854, -0.97523, -3.81914], [4.51371, -2.04628, -3.60889], [4.04800, -3.17804, -2.95567], [2.73565, -3.23021, -2.51590], [1.01520, -2.85043, -0.31366], [0.41187, -3.47054, -4.48216], [-0.87526, -5.48261, -5.10647], [-2.29984, -6.61479, -3.42988], [-2.43575, -5.71078, -1.12911], [-1.16344, -3.68244, -0.52111], [1.68994, -0.17784, -3.52931], [4.01340, -0.08985, -4.33151], [5.54138, -1.99746, -3.94841], [4.70567, -4.02280, -2.78841], [2.36671, -4.12639, -2.02618], [4.01452, -5.14645, 2.00169], [3.21520, -3.94197, 2.53186], [1.73035, -4.26208, 2.33602], [3.49788, -3.74178, 4.02775], [3.62706, -2.67664, 1.78581], [4.98826, -2.42707, 1.55167], [5.42274, -1.29536, 0.89280], [4.47161, -0.40254, 0.42654], [4.69460, 1.07359, -0.45841], [2.97338, 1.24843, -0.56532], [2.28466, 0.30229, 0.02642], [3.10644, -0.63715, 0.61908], [2.69478, -1.75540, 1.34382], [2.26843, 2.27955, -1.27136], [2.86056, 3.25462, -2.07890], [2.04542, 4.11350, -2.78549], [0.65835, 3.99289, -2.68382], [0.08530, 3.03446, -1.86470], [0.87911, 2.16750, -1.12268], [3.56850, -6.07477, 2.36259], [5.05297, -5.12094, 2.33352], [4.00648, -5.15683, 0.90974], [1.48996, -5.18847, 2.86092], [1.50569, -4.40727, 1.27513], [1.08571, -3.48042, 2.73570], [3.27456, -4.65688, 4.58255], [2.88359, -2.93312, 4.42908], [4.54517, -3.48020, 4.18917], [5.73246, -3.12825, 1.90577], [6.47718, -1.11313, 0.72913], [1.63614, -1.85519, 1.54265], [3.94138, 3.31589, -2.15203], [2.47629, 4.86970, -3.42965], [0.02135, 4.65991, -3.25203], [-0.99257, 2.95112, -1.79817], [-1.41951, 4.83774, 2.14739], [-1.16710, 4.10473, 1.01732], [-1.71614, 4.77362, 0.00070], [0.17073, 4.14942, 0.86852], [-1.82279, 2.34150, 1.54708], [-1.55514, 1.47359, 0.33395], [-3.24994, 2.67153, 1.63986], [0.13783, 1.72690, 4.31936], [0.85682, 0.60207, 3.27959], [0.76906, 1.33932, 1.93812], [1.23663, -0.58530, 4.99209], [2.67074, 1.06838, 3.66102], [2.84174, 1.64258, 4.84387], [3.45750, -0.01534, 3.60138], [3.11948, 1.92258, 2.73038], [-0.86604, 1.25828, 5.27389], [-2.17476, 0.66039, 4.69003], [-1.99817, -0.00027, 3.43911], [-1.23756, -1.32925, 2.98510], [-0.61038, -1.16621, 1.65909], [0.12500, -2.13704, 4.84902], [-2.40722, -2.41407, 2.83978], [-3.31407, -2.73469, 3.89552], [-3.60451, -4.22240, 3.85677], [-0.36495, 0.52933, 5.90658], [-1.14368, 2.11065, 5.89605], [-0.18816, 2.48199, 3.72603], [-2.87797, 1.45403, 4.44090], [-2.62407, -0.01960, 5.41832], [-4.22714, -2.15331, 3.74851], [-2.87930, -2.46015, 4.86262], [-3.88066, -4.51230, 2.84343], [-4.42575, -4.45756, 4.53424], [-2.72522, -4.79449, 4.15412]],
  "lowdin_spin": [1.01, 0.00, 0.00, 0.00, 0.00, 0.01, 0.00, 0.00, 0.00, 0.00, 0.00, 0.00, 0.00, 0.00, 0.00, 0.00, 0.00, 0.00, 0.00, 0.00, 0.00, 0.00, 0.00, 0.00, 0.00, 0.00, 0.00, 0.00, 0.00, 0.00, 0.00, 0.00, 0.00, 0.00, 0.00, 0.00, 0.00, 0.00, 0.00, 0.00, 0.00, 0.00, 0.00, 0.00, 0.00, 0.00, 0.00, -0.03, 0.00, 0.00, 0.00, 0.00, 0.00, 0.00, 0.00, 0.00, 0.00, 0.00, 0.00, 0.00, 0.00, 0.00, 0.00, 0.00, 0.00, 0.00, 0.00, 0.00, 0.00, 0.01, 0.00, 0.00, 0.00, 0.00, 0.00, 0.00, 0.00, 0.00, 0.00, 0.00, 0.00, 0.00, 0.00, 0.00, 0.00, 0.00, 0.00, 0.00, 0.00, 0.00, 0.00, 0.00, 0.00, 0.00, 0.00, 0.00, 0.00, 0.00],
  "e_homo_ev": [-5.4, -5.4],
  "e_above_lowest_kj_mol": 332.5,
  "spin_multiplicity": 2,
  "s_squared": 0.758,
  "fmax_ha_per_bohr": 0.029,
  "e_lumo_ev": [1.88, 1.88],
  "homo_lumo_gap_ev": [7.33, 7.33],
  "total_charge": -1
}


{
  "formula": "C4H9NO3",
  "method": "wB97M-V/def2-TZVPD",
  "symbols": ["O", "C", "N", "C", "O", "C", "C", "H", "H", "H", "H", "H", "H", "H", "H", "H", "O"],
  "positions_angstrom": [[-1.84878, -0.19853, -0.53365], [-0.59695, -0.34231, -0.31656], [0.19588, -0.69405, -1.48164], [1.24585, -1.51807, -1.61846], [1.68691, -1.92026, -2.71279], [0.06243, -0.60178, 0.98203], [-0.10737, -2.05541, 1.47459], [-0.32489, -0.42026, -2.30492], [1.69114, -1.72428, -0.63852], [-0.30937, 0.08843, 1.74802], [1.11548, -0.28747, 0.92271], [-1.08250, -2.37783, 1.10175], [0.65988, -2.71653, 1.10508], [-0.15253, -2.16463, 2.57190], [-1.01044, 5.10689, 0.49758], [-0.78482, 6.23851, -0.70342], [-0.43994, 5.58757, -0.09372]],
  "lowdin_spin": [0.28, 0.38, 0.00, 0.09, 0.10, 0.07, 0.04, 0.00, 0.01, 0.01, 0.01, 0.00, 0.00, 0.01, 0.00, 0.00, 0.00],
  "e_homo_ev": [0.0, -4.3],
  "e_above_lowest_kj_mol": 75.5,
  "spin_multiplicity": 2,
  "s_squared": 0.762,
  "fmax_ha_per_bohr": 0.037,
  "e_lumo_ev": [3.08, 3.07],
  "homo_lumo_gap_ev": [3.09, 7.37],
  "total_charge": -1
}


Number 1: E_tot -1103.9271 hartree. Number 2: E_tot -913.0294 hartree. Number 3: E_tot -5741.8092 hartree. Number 4: E_tot -438.2706 hartree.